Entry 1:
Here is a cluster of 2 separate species, C32H40N3O in total from the Open Molecules 2025 dataset. Energies are from the ωB97M-V functional and the def2-TZVPD basis.

CARTESIAN COORDINATES (ANGSTROEM)
C1 5.08 -0.80 2.16
C2 3.81 -0.06 2.40
C3 3.80 1.32 2.48
C4 2.63 2.03 2.72
C5 2.67 3.51 2.83
C6 1.43 1.34 2.87
N1 0.18 2.05 3.08
C7 -0.98 1.88 2.29
C8 -1.01 1.41 1.04
N2 -2.08 2.28 3.09
C9 -3.41 1.73 2.95
C10 -3.84 0.72 3.83
C11 -3.05 0.38 5.04
C12 -5.04 0.06 3.58
C13 -5.83 0.39 2.49
C14 -7.08 -0.37 2.22
C15 -5.43 1.44 1.67
C16 -4.25 2.13 1.90
C17 -3.90 3.31 1.07
C18 -1.55 2.79 4.31
C19 -0.21 2.64 4.31
C20 1.43 -0.07 2.83
C21 0.18 -0.82 3.12
C22 2.62 -0.74 2.59
H1 4.91 -1.87 2.05
H2 5.58 -0.45 1.26
H3 5.77 -0.67 3.00
H4 4.73 1.86 2.37
H5 1.66 3.92 2.91
H6 3.23 3.83 3.70
H7 3.14 3.96 1.95
H8 -1.94 1.26 0.53
H9 -0.11 1.17 0.52
H10 -3.35 -0.58 5.47
H11 -1.99 0.33 4.80
H12 -3.19 1.14 5.81
H13 -5.36 -0.72 4.24
H14 -7.56 -0.06 1.28
H15 -6.88 -1.44 2.15
H16 -7.81 -0.23 3.02
H17 -6.06 1.73 0.84
H18 -4.71 3.59 0.39
H19 -3.69 4.17 1.71
H20 -3.01 3.14 0.47
H21 -2.16 3.18 5.10
H22 0.46 2.88 5.11
H23 0.35 -1.90 3.16
H24 -0.23 -0.51 4.08
H25 -0.57 -0.62 2.36
H26 2.62 -1.82 2.56
C23 -1.43 2.54 -4.24
O1 -0.30 2.66 -3.42
C24 0.15 1.46 -2.85
C25 1.32 1.50 -2.09
C26 1.83 0.37 -1.50
C27 1.22 -0.89 -1.69
C28 1.81 -2.05 -1.13
N3 1.86 -3.30 -1.74
C29 2.54 -4.41 -1.07
C30 1.79 -3.40 -3.20
C31 0.03 -0.92 -2.46
C32 -0.49 0.23 -3.00
H27 -1.64 3.52 -4.68
H28 -1.24 1.83 -5.04
H29 -2.29 2.23 -3.65
H30 1.84 2.44 -2.00
H31 2.74 0.42 -0.92
H32 2.43 -1.93 -0.26
H33 2.60 -5.28 -1.72
H34 3.54 -4.11 -0.79
H35 1.99 -4.69 -0.17
H36 2.45 -4.19 -3.56
H37 0.77 -3.62 -3.52
H38 2.11 -2.47 -3.65
H39 -0.49 -1.86 -2.58
H40 -1.42 0.18 -3.56

**Kohn-Sham gap**: 4.11 eV
**Charge**: +1


Entry 2:
Here is a structure of composition H14NaO7 from the Open Molecules 2025 dataset. Energies are from the ωB97M-V functional and the def2-TZVPD basis.

CARTESIAN COORDINATES (ANGSTROEM)
Na1 4.93 10.34 13.07
O1 7.51 9.09 17.81
H1 8.32 9.59 17.93
H2 7.09 9.10 18.67
O2 3.09 10.25 8.47
H3 2.83 11.13 8.18
H4 2.34 9.69 8.25
O3 0.12 8.38 13.32
H5 -0.11 8.16 12.42
H6 -0.44 7.83 13.86
O4 5.15 5.45 13.96
H7 5.16 4.93 13.15
H8 5.76 5.01 14.54
O5 7.52 14.09 13.42
H9 7.53 14.84 12.82
H10 8.05 14.38 14.16
O6 1.97 14.59 13.06
H11 1.78 15.15 12.31
H12 2.14 15.20 13.78
O7 9.21 10.21 11.35
H13 9.05 11.01 11.85
H14 10.13 10.02 11.48

**Kohn-Sham gap**: 9.22 eV
**Charge**: +1


Entry 3:
Here is an isolated molecule of C24H23N3O3S from the Open Molecules 2025 dataset. Energies are from the ωB97M-V functional and the def2-TZVPD basis.

CARTESIAN COORDINATES (ANGSTROEM)
C1 0.59 3.06 -2.01
O1 1.31 1.88 -1.75
C2 2.47 1.68 -2.42
C3 3.17 2.67 -3.11
C4 4.37 2.39 -3.73
C5 4.91 1.11 -3.67
C6 4.22 0.12 -3.00
C7 3.01 0.39 -2.38
N1 2.32 -0.66 -1.72
C8 1.10 -1.07 -2.14
S1 0.46 -0.51 -3.56
N2 0.47 -2.03 -1.41
C9 1.09 -2.70 -0.28
C10 0.90 -1.97 1.02
C11 0.21 -2.30 2.14
C12 0.32 -1.19 3.02
C13 1.08 -0.27 2.36
O2 1.44 -0.73 1.16
C14 -0.97 -2.19 -1.51
C15 -1.66 -1.46 -0.39
C16 -1.44 -0.15 -0.13
C17 -2.00 0.50 1.01
C18 -1.74 1.84 1.32
C19 -2.28 2.41 2.44
C20 -3.10 1.65 3.28
C21 -3.38 0.33 3.01
C22 -4.26 -0.48 3.93
C23 -2.82 -0.25 1.86
N3 -3.05 -1.57 1.55
C24 -2.50 -2.26 0.50
O3 -2.72 -3.45 0.37
H1 1.09 3.94 -1.58
H2 -0.38 2.93 -1.53
H3 0.43 3.20 -3.08
H4 2.77 3.67 -3.17
H5 4.89 3.17 -4.26
H6 5.85 0.89 -4.15
H7 4.61 -0.89 -2.96
H8 2.56 -0.79 -0.74
H9 0.62 -3.68 -0.18
H10 2.15 -2.85 -0.50
H11 -0.32 -3.21 2.32
H12 -0.11 -1.09 4.00
H13 1.42 0.71 2.63
H14 -1.27 -1.78 -2.48
H15 -1.23 -3.25 -1.46
H16 -0.79 0.42 -0.78
H17 -1.09 2.41 0.66
H18 -2.08 3.44 2.68
H19 -3.52 2.12 4.16
H20 -4.60 0.13 4.76
H21 -5.14 -0.85 3.40
H22 -3.72 -1.33 4.33
H23 -3.64 -2.12 2.17

**Kohn-Sham gap**: 7.91 eV
**Charge**: 0


Looking at calculated total energy for the records above, in order, we have -1482.6018; -697.1484; -1716.5549 a.u..
Looking at relative energy (zero: lowest compared OMol25 entry of this formula, charge and spin) for the records above, in order, we have 9.4; 72.4; 44.3 kcal/mol.
Looking at highest occupied orbital energy for the records above, in order, we have -8.7; -13.9; -7.7 eV.